Record 1
C14H17N3OsS | the ωB97M-V functional and the def2-TZVPD basis

Each line ends with the Mulliken charge.
Cartesian coordinates (Å):
C: -0.7816 1.2416 4.2610  -0.72
C: -0.7730 -0.2074 4.1247  -0.03
H: -0.1228 2.1610 4.5517  0.37
H: -1.8950 1.6176 3.8880  0.35
H: -0.5589 1.4320 3.2083  0.08
H: -0.5897 -0.3813 3.0302  -0.11
H: 0.9962 -1.5364 3.8472  0.34
H: -1.5649 -0.9614 4.3527  0.37
C: 0.6051 2.5855 -0.9935  -0.22
C: 0.9165 3.4519 -2.0081  -0.54
C: 1.1092 2.9207 -3.2707  -0.56
C: 1.0215 1.5422 -3.4868  -0.37
H: 0.3580 2.7750 0.0421  0.43
H: 0.9841 4.4970 -1.7305  0.42
H: 1.3559 3.6081 -4.0459  0.47
H: 1.1946 1.1125 -4.4644  0.39
N: 0.6462 1.2352 -1.2454  -0.25
C: 0.8052 0.6504 -2.4555  0.52
C: 0.7128 -0.7930 -2.4659  0.46
N: 0.5535 -1.3671 -1.2425  -0.27
C: 0.2386 -2.6683 -0.9905  -0.16
C: 0.5435 -3.0702 -3.2914  -0.48
C: 0.2782 -3.5723 -2.0142  -0.62
H: -0.0273 -2.7747 0.0729  0.43
H: 0.1054 -4.6125 -1.7561  0.42
C: 0.7415 -1.7086 -3.5358  -0.43
H: 0.9985 -1.2895 -4.5023  0.42
H: 0.6380 -3.7972 -4.0918  0.43
Os: -0.6415 -0.0286 -0.5729  0.62
C: -2.4551 -0.0024 -0.0961  -1.05
H: -2.7464 -1.0110 -0.4827  0.31
H: -2.7574 0.8179 -0.8046  0.30
H: -2.7872 0.1852 0.9196  0.34
S: 1.5465 -0.4537 7.0691  0.00
C: 0.8530 -0.7849 5.7087  0.52
N: 0.4988 -0.8132 4.4716  -0.18

As for the total charge: +2. Its expectation value of S² is 6.02. The relative energy (zero: lowest compared OMol25 entry of this formula, charge and spin) is 476.8 kJ/mol. The value obtained for the HOMO-LUMO gap (alpha / beta) is 0.1684 / 0.2313 Eh. The max |F| is 7.26 eV Å⁻¹. As for the multiplicity: 5.



Record 2
C2H14N2O4 | the ωB97M-V functional and the def2-TZVPD basis

Each line ends with the Mulliken charge.
Cartesian coordinates (Å):
C: -1.1399 0.0508 0.1010  -0.32
C: -1.5461 -1.0393 -0.7966  0.14
N: -1.0797 -0.8215 -2.1777  -0.58
N: -2.2624 0.9747 0.6956  -0.51
H: -0.5300 0.6766 -0.5476  0.42
H: -2.4888 -1.5469 -0.6702  0.33
H: -1.8549 -0.4573 -2.7289  0.27
H: -0.7097 -1.6719 -2.6045  0.26
H: -2.3491 1.8169 0.1330  0.26
H: -3.0611 0.3501 0.7178  0.23
H: 0.2921 -1.3490 -1.2320  0.50
H: 1.4577 -0.5468 -0.7206  0.41
O: 1.0590 -1.4484 -0.6816  -0.63
H: 3.2595 1.2615 -0.9702  0.19
H: 2.1655 1.4529 0.5630  0.43
O: 2.3874 0.9555 -0.7137  -0.98
H: 1.3713 -1.5371 2.2581  0.29
H: -0.7026 -0.2482 1.0607  0.14
O: 1.1799 -0.7151 2.7097  -0.68
H: 1.6536 0.0363 2.2756  0.39
H: 1.0822 2.1949 1.7616  0.23
O: 1.8162 1.6112 1.5674  -0.79

The relative energy (zero: lowest compared OMol25 entry of this formula, charge and spin) is 699.7 kJ/mol. The value obtained for the HOMO-LUMO gap is 0.1406 Eh. The max |F| is 4.00 eV Å⁻¹.



no.,calculated total energy (a.u.)
1,-1195.87630
2,-494.81541